Run A
Density functional theory data (ωB97M-V with the def2-TZVPD basis set) for a structure of composition C3H2N2O2.

HOMO energy	-10.692	eV
HOMO-LUMO gap	9.640	eV
net charge	0

The geometry in XYZ format:
```
9
Properties=species:S:1:pos:R:3:nbo_charge:R:1
C -0.996 0.552 0.887 0.42
C -0.169 0.189 -0.089 -0.21
C 0.514 -0.927 -0.237 0.24
H -0.550 -0.056 2.024 0.10
H 0.422 -1.580 0.653 0.22
N 1.152 0.441 -1.835 0.13
N 0.172 0.963 -1.130 -0.12
O -2.073 1.301 0.867 -0.48
O 1.526 -0.884 -1.141 -0.31
```

***

Run B
Density functional theory data (ωB97M-V with the def2-TZVPD basis set) for an isolated molecule of C3H2N2O2.

structure (SMILES)	O=CC1=NC1N=O
HOMO energy (spin up / spin down)	-8.179 / -7.980	eV
HOMO-LUMO gap (spin up / spin down)	6.460 / 6.232	eV
net charge	0

The geometry in XYZ format:
```
9
Properties=species:S:1:pos:R:3:nbo_charge:R:1
O -0.094 1.821 -1.746 -0.41
C 0.290 1.575 -0.641 0.30
C 0.222 0.372 0.194 0.46
N 0.512 -0.125 1.294 -0.33
C -0.083 -1.345 0.926 -0.02
N -0.625 -1.425 -0.261 -0.02
O -0.970 -0.993 -1.404 -0.37
H 0.827 2.298 0.016 0.19
H -0.080 -2.179 1.622 0.21
```

***

Name the least stable of them. run B.

***

Run A
Density functional theory data (ωB97M-V with the def2-TZVPD basis set) for an isolated molecule of C3H2N2O2.

HOMO energy	-11.263	eV
HOMO-LUMO gap	11.265	eV
net charge	0

The geometry in XYZ format:
```
9
Properties=species:S:1:pos:R:3:nbo_charge:R:1
N 0.825 0.573 1.234 -0.62
C -0.256 0.434 0.633 0.64
O -0.582 -0.214 -0.547 -0.51
C 0.388 -0.601 -1.415 0.66
O 1.570 -0.513 -1.243 -0.55
C -1.966 0.120 1.824 0.43
N -1.481 0.992 1.144 -0.57
H 1.596 0.204 0.688 0.39
H -0.095 -0.994 -2.318 0.14
```

***

Run B
Density functional theory data (ωB97M-V with the def2-TZVPD basis set) for an isolated molecule of C3H2N2O2.

structure (SMILES)	O=c1cnonc1
HOMO energy	-10.312	eV
HOMO-LUMO gap	9.076	eV
net charge	0

The geometry in XYZ format:
```
9
Properties=species:S:1:pos:R:3:nbo_charge:R:1
C 0.836 0.437 0.184 0.44
C -0.381 1.050 -0.341 -0.07
C 0.534 -1.045 0.323 -0.06
H -0.371 2.052 -0.903 0.24
H 1.405 -1.737 0.675 0.23
N -1.522 0.482 -0.549 -0.05
N -0.560 -1.619 0.204 -0.04
O 1.792 1.185 0.304 -0.47
O -1.732 -0.804 0.105 -0.21
```

***

Run C
Density functional theory data (ωB97M-V with the def2-TZVPD basis set) for an isolated molecule of C3H2N2O2.

structure (SMILES)	O=c1ncocn1
HOMO energy	-10.524	eV
HOMO-LUMO gap	10.757	eV
net charge	0

The geometry in XYZ format:
```
9
Properties=species:S:1:pos:R:3:nbo_charge:R:1
C 1.023 -0.017 -0.035 0.71
C -0.985 -1.145 0.006 0.44
C -0.926 1.161 -0.017 0.41
H -1.593 -2.007 0.125 0.19
H -1.530 2.062 -0.048 0.19
N 0.299 -1.206 -0.102 -0.51
N 0.328 1.239 -0.038 -0.47
O 2.211 -0.033 0.083 -0.50
O -1.703 -0.002 0.065 -0.46
```

***

Run D
Density functional theory data (ωB97M-V with the def2-TZVPD basis set) for an isolated molecule of C3H2N2O2.

structure (SMILES)	[H]/N=C(/C#N)OC=O
HOMO energy	-11.500	eV
HOMO-LUMO gap	11.407	eV
net charge	0

The geometry in XYZ format:
```
9
Properties=species:S:1:pos:R:3:nbo_charge:R:1
N -1.931 -1.159 0.180 -0.59
C -0.902 -0.440 0.073 0.47
O 0.392 -0.658 -0.463 -0.54
C 1.447 0.312 -0.236 0.65
O 1.988 0.800 -1.168 -0.47
C -0.810 0.962 0.444 0.22
N -0.114 1.888 0.484 -0.27
H -1.854 -2.130 -0.124 0.38
H 1.784 0.425 0.810 0.16
```

***

Name the least stable of them. run B.

***

Run A
Density functional theory data (ωB97M-V with the def2-TZVPD basis set) for a cluster of 16 separate species, H31O16 in total.

HOMO energy	-6.064	eV
HOMO-LUMO gap	7.768	eV
net charge	-1

The geometry in XYZ format:
```
47
Properties=species:S:1:pos:R:3:nbo_charge:R:1
O 0.241 -3.315 -1.453 -0.97
H 2.245 3.881 3.446 0.47
H -1.841 -1.429 -1.474 0.49
O 2.823 3.041 -1.871 -0.98
H -0.432 -2.848 -1.978 0.49
H -0.032 -4.233 -1.648 0.45
O -0.331 -0.428 -5.157 -0.94
H 3.177 2.149 -2.040 0.47
H -2.815 -2.460 -2.026 0.50
O -1.941 -2.059 -2.189 -0.96
H -3.197 1.261 -3.986 0.46
H 3.333 3.516 -1.218 0.49
O -2.302 1.634 -3.910 -0.94
H -0.532 3.378 -1.508 0.45
H -4.889 -0.640 -0.210 0.46
O -2.008 -0.865 3.939 -1.05
H -2.310 -0.838 2.901 0.51
H -2.335 -1.727 4.168 0.45
O 0.044 -1.924 1.294 -1.02
H -0.665 -2.599 1.305 0.49
H 0.866 -2.219 0.916 0.47
O 4.894 3.803 -0.327 -0.94
H 5.324 2.966 -0.432 0.48
H -1.244 -0.227 -4.833 0.47
O -1.828 -3.617 1.775 -1.04
H -1.511 -3.855 0.902 0.45
O 0.022 2.883 -2.156 -0.94
H -2.010 1.207 -3.069 0.48
H 0.786 3.354 -1.815 0.48
O 3.403 -1.742 -0.153 -0.93
H -0.163 0.517 -5.263 0.46
H 2.962 -2.011 -0.970 0.48
O -4.918 -1.545 0.156 -1.03
H 0.232 -1.827 3.988 0.50
H 2.406 1.592 2.155 0.48
O 2.094 4.676 2.955 -0.96
H 1.565 4.395 2.181 0.48
H -2.032 -0.993 0.969 0.45
O 1.804 2.265 1.833 -0.98
H -4.169 -1.767 0.764 0.52
H 1.003 1.776 1.500 0.50
O -2.707 -1.366 1.515 -1.18
H -2.421 -2.706 1.798 0.51
H 4.348 3.746 0.466 0.49
O 0.940 -1.418 4.492 -0.97
H 3.554 -0.829 -0.362 0.45
H 0.568 -0.551 4.631 0.47
```

***

Run B
Density functional theory data (ωB97M-V with the def2-TZVPD basis set) for a cluster of 16 separate species, H31O16 in total.

HOMO energy	-6.852	eV
HOMO-LUMO gap	9.380	eV
net charge	-1

The geometry in XYZ format:
```
47
Properties=species:S:1:pos:R:3:nbo_charge:R:1
O -1.564 -4.733 0.500 -0.96
H -2.153 1.513 2.048 0.48
H 1.530 -3.141 0.120 0.48
O -3.687 -2.945 1.251 -0.94
H -2.068 -4.890 -0.303 0.48
H -1.252 -3.839 0.639 0.49
O 1.562 4.747 -2.376 -0.94
H -3.182 -3.168 0.472 0.47
H 0.725 -2.391 1.200 0.50
O 1.484 -3.053 1.052 -0.99
H -0.650 -1.847 -0.556 0.50
H -3.115 -2.687 1.962 0.46
O -2.599 2.150 2.638 -0.95
H 4.064 -2.489 0.358 0.46
H 4.430 1.457 2.360 0.46
O 0.581 1.060 0.229 -1.02
H 0.526 1.956 -0.156 0.50
H 1.195 0.456 -0.235 0.50
O 1.122 5.023 0.633 -0.92
H 1.925 5.199 1.152 0.47
H 1.257 5.825 0.109 0.45
O 1.816 -0.624 -1.302 -1.24
H -0.143 -0.483 0.182 0.53
H 0.902 5.041 -1.705 0.45
O 1.477 1.471 -2.539 -1.03
H 1.860 0.768 -3.024 0.47
O 4.025 -2.206 1.284 -0.96
H -3.451 1.723 2.773 0.46
H 3.225 -2.510 1.641 0.50
O -1.997 3.013 -2.861 -1.04
H 1.171 3.819 -2.330 0.49
H -1.080 2.983 -2.853 0.52
O 3.611 1.587 2.870 -0.93
H -2.522 -1.260 -2.128 0.47
H -2.644 -1.217 2.971 0.46
O 0.261 -2.639 -2.052 -1.05
H -2.747 2.840 -3.356 0.51
H -1.513 -0.593 2.106 0.50
O -2.410 -0.503 2.392 -0.95
H 3.110 1.059 2.237 0.48
H 0.769 -1.713 -2.002 0.52
O -0.805 -1.300 0.246 -1.07
H 1.621 0.914 -1.649 0.50
H 2.543 -1.194 -1.195 0.44
O -3.193 -0.801 -1.628 -0.97
H 0.892 -3.161 -2.512 0.46
H -2.824 -0.503 -0.798 0.50
```

***

Name the least stable of them. run B.

***

Run A
Density functional theory data (ωB97M-V with the def2-TZVPD basis set) for an isolated molecule of CH4N2OS.

structure (SMILES)	O/N=C/NS
HOMO energy	-9.254	eV
HOMO-LUMO gap	9.674	eV
net charge	0

The geometry in XYZ format:
```
9
Properties=species:S:1:pos:R:3:nbo_charge:R:1
C -0.421 0.369 -0.170 0.23
H 2.515 -0.727 1.208 0.10
H 1.436 1.559 0.098 0.40
H -1.115 1.172 0.114 0.21
H -2.675 -1.335 -0.296 0.48
N 1.038 0.676 -0.387 -0.77
N -0.910 -0.770 -0.581 -0.17
O -2.199 -0.361 0.157 -0.63
S 2.330 -0.582 -0.143 0.15
```

***

Run B
Density functional theory data (ωB97M-V with the def2-TZVPD basis set) for a cluster of 2 separate species, CH4N2OS in total.

HOMO energy (spin up / spin down)	-7.470 / -8.018	eV
HOMO-LUMO gap (spin up / spin down)	7.076 / 8.180	eV
net charge	0

The geometry in XYZ format:
```
9
Properties=species:S:1:pos:R:3:nbo_charge:R:1
C -1.668 0.318 -0.110 0.71
N -2.139 -0.886 -0.207 -0.84
N 2.063 1.026 -0.148 -0.94
O -1.944 1.458 0.001 -0.51
S 1.144 -0.379 -0.184 0.01
H -3.140 -1.082 -0.195 0.39
H -1.506 -1.668 -0.302 0.43
H 1.900 1.636 -0.938 0.37
H 2.015 1.520 0.735 0.37
```

***

Run C
Density functional theory data (ωB97M-V with the def2-TZVPD basis set) for an isolated molecule of CH4N2OS.

structure (SMILES)	NC(=S)NO
HOMO energy	-8.982	eV
HOMO-LUMO gap	9.395	eV
net charge	0

The geometry in XYZ format:
```
9
Properties=species:S:1:pos:R:3:nbo_charge:R:1
C 0.310 0.384 -0.061 0.26
H 2.142 1.122 0.063 0.41
H 1.010 2.352 -0.467 0.42
H -1.182 1.367 1.001 0.40
H -1.422 -1.170 -0.193 0.48
N 1.124 1.422 -0.024 -0.80
N -0.977 0.804 0.053 -0.34
O -1.922 -0.228 -0.098 -0.59
S 0.746 -1.234 0.034 -0.24
```

***

Run D
Density functional theory data (ωB97M-V with the def2-TZVPD basis set) for a cluster of 2 separate species, CH4N2OS in total.

HOMO energy	-8.256	eV
HOMO-LUMO gap	6.949	eV
net charge	0

The geometry in XYZ format:
```
9
Properties=species:S:1:pos:R:3:nbo_charge:R:1
C -0.765 -0.059 -0.131 0.18
H -0.123 1.244 -1.820 0.28
H -2.199 0.171 -1.316 0.37
H -1.582 -0.188 0.622 0.17
H 2.286 0.596 1.490 0.15
N -1.276 -0.325 -1.281 -0.26
N 0.557 0.197 0.042 -0.61
O -0.258 -0.401 -2.144 -0.41
S 0.832 0.164 1.727 0.15
```

***

Name the least stable of them. run D.

***

Run A
Density functional theory data (ωB97M-V with the def2-TZVPD basis set) for an isolated molecule of C2H6N2O3.

structure (SMILES)	CO/C(=N/O)NO
HOMO energy	-8.695	eV
HOMO-LUMO gap	8.889	eV
net charge	0

The geometry in XYZ format:
```
13
Properties=species:S:1:pos:R:3:nbo_charge:R:1
C -2.460 -0.108 0.182 -0.34
C -0.165 -0.179 0.125 0.53
H -2.180 0.422 1.258 0.22
H -2.712 0.863 -0.454 0.20
H -3.549 -0.692 -0.065 0.22
H 0.736 -2.058 0.409 0.37
H 3.009 -1.168 0.244 0.49
H 1.631 1.331 -0.095 0.47
N 0.916 -0.993 0.472 -0.38
N -0.093 1.014 -0.106 -0.19
O -1.281 -0.850 -0.461 -0.52
O 2.110 -0.721 -0.287 -0.60
O 0.801 1.930 0.036 -0.48
```

***

Run B
Density functional theory data (ωB97M-V with the def2-TZVPD basis set) for an isolated molecule of C2H6N2O3.

HOMO energy	-8.456	eV
HOMO-LUMO gap	9.089	eV
net charge	0

The geometry in XYZ format:
```
13
Properties=species:S:1:pos:R:3:nbo_charge:R:1
C -0.973 -0.965 -0.018 0.08
C 1.234 -0.032 -0.125 0.92
N -1.340 0.419 -0.113 -0.47
N -0.283 1.281 0.174 -0.63
O 0.388 -1.030 -0.461 -0.54
O 2.086 0.509 -0.973 -0.69
O 1.664 -0.240 1.157 -0.71
H -0.960 -1.273 0.976 0.17
H -1.695 -1.487 -0.588 0.19
H -1.584 0.746 -1.031 0.35
H -0.288 1.430 1.216 0.31
H 1.665 1.034 -1.723 0.52
H 1.773 0.579 1.635 0.49
```

***

Name the least stable of them. run A.

***

Run A
Density functional theory data (ωB97M-V with the def2-TZVPD basis set) for a structure of composition C2H6N2O3.

HOMO energy	-9.278	eV
HOMO-LUMO gap	9.928	eV
net charge	0

The geometry in XYZ format:
```
13
Properties=species:S:1:pos:R:3:nbo_charge:R:1
C 0.256 -0.382 0.153 0.51
C -0.123 0.699 -0.827 0.76
N 0.106 -1.639 -0.284 -0.77
N 1.102 -0.127 1.170 -0.77
O 0.672 1.798 -0.631 -0.71
O -1.372 0.558 0.614 -0.91
O -0.674 0.463 -1.900 -0.69
H 0.235 2.575 -1.010 0.50
H -2.117 0.247 0.081 0.46
H 1.241 -0.864 1.847 0.38
H -0.423 -1.722 -1.144 0.43
H 0.095 -2.406 0.369 0.39
H 1.001 0.799 1.561 0.42
```

***

Run B
Density functional theory data (ωB97M-V with the def2-TZVPD basis set) for a cluster of 2 separate species, C2H6N2O3 in total.

HOMO energy	-8.822	eV
HOMO-LUMO gap	9.417	eV
net charge	0

The geometry in XYZ format:
```
13
Properties=species:S:1:pos:R:3:nbo_charge:R:1
C -0.303 -0.344 -0.433 -0.26
C 1.138 0.126 -0.991 0.20
N -0.674 0.305 0.691 -0.86
N 2.734 -0.275 0.159 0.48
O 3.339 -1.249 0.031 -0.38
O 2.991 0.654 0.854 -0.40
O 1.336 1.454 -0.741 -0.66
H -0.948 -0.054 -1.393 0.20
H -0.251 -1.446 -0.355 0.21
H 1.468 -0.210 -1.939 0.19
H -0.641 -0.181 1.546 0.40
H -1.353 1.037 0.592 0.40
H 0.782 1.548 0.131 0.49
```

***

Run C
Density functional theory data (ωB97M-V with the def2-TZVPD basis set) for a cluster of 2 separate species, C2H6N2O3 in total.

structure (SMILES)	NC(=O)O.NC=O
HOMO energy	-9.642	eV
HOMO-LUMO gap	10.037	eV
net charge	0

The geometry in XYZ format:
```
13
Properties=species:S:1:pos:R:3:nbo_charge:R:1
C -0.929 -0.740 0.681 0.88
N -0.644 -0.026 1.792 -0.83
O -1.493 0.197 -0.371 -0.78
O -1.142 -1.915 0.605 -0.58
H -2.009 -0.350 -0.980 0.51
H -0.484 -0.534 2.646 0.42
H -0.532 0.971 1.717 0.42
N 0.866 0.842 -1.450 -0.86
C 1.596 -0.057 -0.788 0.54
O 2.771 -0.077 -0.546 -0.61
H -0.221 0.822 -1.227 0.44
H 1.358 1.617 -1.870 0.39
H 0.865 -0.748 -0.208 0.06
```

***

Name the least stable of them. run B.